ORCA calculation (ωB97M-V with the def2-TZVPD basis set) on a molecular structure, C4H7P3 in a non-equilibrium geometry.

XYZ file:
```
14
Properties=species:S:1:pos:R:3
H 1.2290 -0.5689 0.9364
P -3.4658 1.3604 -0.2192
H 1.0136 1.1523 0.6140
C -1.9370 1.1903 0.2784
C -2.9463 -1.6216 0.5842
C -0.4358 -0.9951 -1.1807
P -4.1019 -0.6760 0.0415
H -1.3106 -0.8002 -1.8398
P -1.0281 -0.3753 0.5802
H 0.5532 0.5626 2.2256
C 0.6123 0.3238 1.1510
H -1.5470 2.1675 0.5897
H -0.2934 -2.1032 -1.0722
H 0.4914 -0.6038 -1.5038
```

The value obtained for the HOMO-LUMO gap is 7.04 eV. The value obtained for the highest occupied orbital energy is -8.198 eV. The calculation puts the LUMO energy at -1.1566 eV.

ORCA calculation (ωB97M-V with the def2-TZVPD basis set) on 3 unconnected molecules or ions with the total composition C14H19BN2O5S in a non-equilibrium geometry.

XYZ file:
```
42
Properties=species:S:1:pos:R:3
C 2.2635 -4.0753 -0.2003
H 1.2426 -4.4082 -0.3510
H -1.8669 0.1945 2.2355
H 0.5022 0.3736 2.2360
H -1.7471 3.4629 0.3200
C -0.3844 -0.0158 -4.5682
N -0.6866 -0.2543 -1.8078
C 0.3239 -0.8439 -2.4529
O 0.0873 2.5637 3.9960
H -2.3541 0.9246 -1.9956
C 4.6039 -4.4810 -0.0818
H 1.0029 -1.4135 -1.8263
S 0.4374 2.7090 2.5591
H -4.9108 2.7359 3.1606
C -1.5387 1.0419 1.6232
H -0.2668 0.0769 -5.6406
H 1.3581 -1.2514 -4.2903
C -1.5450 0.4556 -2.5467
H 5.4578 -5.1446 -0.1368
C 4.7761 -3.1329 0.1873
C 0.5196 -0.7548 -3.8217
O -4.8195 2.9860 2.2450
N 2.4055 -2.7726 0.0593
H -2.1677 1.1885 -4.4671
H 3.1452 -6.0120 -0.4912
H -2.2807 2.4169 3.1556
H -1.7791 0.7684 0.5911
C -1.6940 3.5992 1.4093
H 0.3929 1.2787 0.6589
C 3.3212 -4.9662 -0.2797
C 3.6509 -2.3270 0.2484
H -4.3106 0.3163 1.2653
O -4.2786 1.1314 0.7728
C -1.4412 0.6035 -3.9199
C 0.0212 1.1761 1.6810
B -3.8501 2.1321 1.6746
H -2.3226 4.4605 1.6555
C -2.2923 2.3320 2.0584
O -0.3650 3.9446 1.8449
H 3.7363 -1.2669 0.4593
O 1.8924 2.9631 2.4339
H 5.7607 -2.7156 0.3469
```

The value obtained for the HOMO-LUMO gap is 10.03 eV. The value obtained for the highest occupied orbital energy is -9.889 eV. Its SMILES is O=S1(=O)CC[C@H](B(O)O)CO1.c1ccncc1.c1ccncc1. The calculation puts the LUMO energy at 0.1430 eV.

ORCA calculation (ωB97M-V with the def2-TZVPD basis set) on a molecular structure, C17H20ClNO2Zr in a non-equilibrium geometry.

XYZ file:
```
42
Properties=species:S:1:pos:R:3
C 3.3227 0.2748 0.0422
H -3.3430 3.2544 0.6291
C -0.0191 -1.4104 -2.5281
H -3.9481 0.9325 2.2667
C 0.3683 -3.3696 -0.5154
H -2.5562 0.4762 0.3244
C 2.0051 -2.7639 -3.5179
C 1.9233 -0.1975 -2.9746
H 1.8097 -2.8954 -4.5911
O -0.0790 -4.4161 -0.2983
C 1.2468 -0.5310 3.3560
H -0.8240 1.5884 -0.4443
H -3.2944 2.3358 -0.9369
C 0.7457 0.7015 3.7486
N -2.5515 1.3583 0.8284
C -0.3063 -0.0228 -2.3519
H -2.3709 0.1282 2.5532
H -1.2834 0.3966 -2.2566
H 0.9770 1.7812 -2.8358
C -3.4791 2.2805 0.1602
H 1.6532 -1.7946 1.6337
C 1.3684 -1.5366 -2.9875
Zr 1.4066 -1.0743 -0.7306
C 0.1131 1.5287 2.8548
Cl 3.4752 -2.0662 -0.4602
H -2.5910 1.9091 2.8364
C 0.8649 0.6960 -2.6659
C -0.1691 1.0889 1.5623
H -0.1925 2.4962 3.2170
C -1.0769 1.8388 0.6227
H 1.7798 -1.1868 4.0383
H 0.9221 0.9887 4.7598
O 4.1228 0.9252 0.5868
H -1.0535 2.9387 0.7330
H 1.5825 -3.6303 -3.0055
C -2.8727 1.0555 2.2304
H -4.4836 1.9278 0.3891
C 1.1116 -0.8799 2.0032
H 2.8754 0.0419 -3.5246
H 3.0934 -2.8082 -3.3612
C 0.3982 -0.1127 1.0936
H -0.6719 -2.2477 -2.4836
```

As for the net charge: +2. The value obtained for the HOMO-LUMO gap is 7.93 eV. The value obtained for the highest occupied orbital energy is -15.702 eV. The calculation puts the LUMO energy at -7.7714 eV.

ORCA calculation (ωB97M-V with the def2-TZVPD basis set) on a single C5H6N2 molecule in a non-equilibrium geometry.

XYZ file:
```
13
Properties=species:S:1:pos:R:3
H -0.2538 -0.8260 -1.9350
H 0.3297 0.7123 -1.2470
C 1.8132 0.2225 0.1681
C -1.7509 0.5632 -1.4255
H -0.7298 -0.0921 2.1763
H 2.7818 -0.1709 0.5126
C 0.8870 -0.6684 0.7688
C -0.4559 -0.0610 -1.1779
N -0.4488 -0.7061 0.1450
N -2.7565 1.0984 -1.6175
H 1.1179 -1.5392 1.3834
H -0.2443 1.2676 1.0201
C -0.2897 0.1998 1.2289
```

The value obtained for the HOMO-LUMO gap is 8.49 eV. The value obtained for the highest occupied orbital energy is -9.224 eV. The calculation puts the LUMO energy at -0.7337 eV.

ORCA calculation (ωB97M-V with the def2-TZVPD basis set) on 4 unconnected molecules or ions with the total composition H8O4.

XYZ file:
```
12
Properties=species:S:1:pos:R:3
O 0.1402 -1.0449 0.6350
O -0.0903 0.2010 -2.6923
H -0.4287 -0.6905 -2.8267
O -1.8966 0.6627 1.1754
H -0.6148 -0.4254 0.8027
H 2.5196 0.0235 1.8068
H -2.8475 0.6480 1.0204
H 1.6836 0.0819 0.5299
H -1.6825 1.5907 1.3321
H -0.1406 -1.5787 -0.1139
O 2.4930 0.4407 0.9417
H 0.8645 0.0910 -2.6110
```

The value obtained for the HOMO-LUMO gap is 10.94 eV. The value obtained for the highest occupied orbital energy is -10.559 eV. Its SMILES is O.O.O.O. The calculation puts the LUMO energy at 0.3847 eV.

ORCA calculation (ωB97M-V with the def2-TZVPD basis set) on a molecular structure, C29H43N2O2OsP2 in a non-equilibrium geometry.

XYZ file:
```
79
Properties=species:S:1:pos:R:3
H 0.9091 1.3009 4.6563
H -5.2795 0.1118 -0.2061
O -0.1160 -1.0128 1.9030
H 3.3188 0.4592 -1.4781
H -0.4213 2.1557 -2.9697
C 1.2749 0.5029 4.0087
P 0.3254 -0.7386 -2.2733
C -4.8027 0.8283 -0.8728
O -0.2449 -2.1385 0.1188
H -1.4453 3.5198 0.7265
H -4.8094 0.4259 -1.8824
H -2.4851 1.9281 1.4708
C -0.2173 -3.4251 2.1803
C 1.3090 0.9325 2.5957
H 3.1148 -0.1368 2.1241
H -5.4138 1.7335 -0.8674
N -1.3138 -2.4282 -3.5778
H 2.2497 0.1667 4.3561
H -0.2556 -0.9623 -5.1646
H -3.3921 3.1805 -1.3490
C -2.4169 -1.2528 -1.8280
H -2.6806 -2.3220 0.8426
H -1.7883 2.4519 -1.2778
H 4.1089 -0.2756 -0.0664
C -2.5960 -3.9695 -4.8876
H -5.8962 -4.7045 -4.6229
C -2.8408 2.2426 -1.4322
H 0.5717 -0.3326 4.1025
C 0.6861 -0.4525 -4.9825
H 2.1499 1.7355 -4.4829
H -2.7987 -0.9193 1.9471
H -4.0797 1.1888 1.6548
C 0.3723 2.3306 0.8025
H -0.3207 2.0247 -4.7214
H 1.4675 -2.7093 -1.4755
C -1.2803 -1.5417 -2.6101
C 0.2993 1.7952 2.0918
C -3.6578 -2.6913 -3.0741
H 2.5490 -1.6697 -2.4394
Os 0.0443 -0.0409 0.0346
C -4.8900 -3.3208 -3.3722
H 2.1278 1.7558 -2.7387
H 1.4928 -1.1832 -4.9797
H 0.8662 0.2244 -5.8196
C 0.6706 0.4176 -3.7148
C 2.3388 0.5106 1.7324
C 1.5406 -2.0727 -2.3540
H 1.3115 -2.6683 -3.2378
C 2.4060 0.9359 0.4154
H 2.8599 0.3931 -3.6150
C -0.3975 3.5610 0.4379
C -2.4959 -3.0163 -3.8436
C -0.4476 1.4503 -3.8030
H -0.3107 3.8063 -0.6176
H -0.4619 2.1581 2.7737
H -4.1035 -1.2963 0.8049
C -3.8006 -4.5529 -5.1520
C -0.1966 -2.1788 1.3962
H 1.4755 2.2725 -1.0219
C -3.3953 1.2421 -0.4203
H -2.9755 1.8768 -2.4492
H -0.7715 -4.1966 1.6480
C 2.0318 1.1027 -3.6015
C -4.9540 -4.2259 -4.3923
H -3.8793 -5.2756 -5.9528
H -5.7569 -3.0694 -2.7768
H -1.7102 -4.2079 -5.4603
H 4.2859 1.4444 -0.3979
C -3.0237 -1.2960 0.9503
N -3.5783 -1.8192 -2.0518
H -1.4327 0.9834 -3.8471
H -3.9410 2.7966 0.9673
P -2.2822 -0.2395 -0.3262
H -0.6399 -3.2477 3.1672
C 1.3530 1.7955 -0.0590
C -3.4694 1.8138 1.0052
H 0.0582 4.3829 0.9985
H 0.8116 -3.7760 2.3042
C 3.5855 0.6040 -0.4361
```

As for the net charge: +3. The value obtained for the HOMO-LUMO gap (spin up / spin down) is 4.40 / 4.34 eV. The value obtained for the highest occupied orbital energy (spin up / spin down) is -16.518 / -16.518 eV. The calculation puts the LUMO energy (spin up / spin down) at -12.1139 / -12.1809 eV.